DFT (ωB97M-V with the def2-TZVPD basis set) results for C49H48AsF5N4O10Ti as an isolated structure.

gap between HOMO and LUMO: 6.35 eV
HOMO: -7.79 eV
energy: -6452.3042 hartree
energy relative to the best compared isomer or geometry (same formula, charge and spin): 0.0 kcal per mole

Geometry (Å):
Ti (0.3735, 0.7825, 0.3004)
O (4.1621, 2.5599, 0.2888)
C (3.1471, 1.7446, 0.4387)
O (1.9924, 2.1147, 0.3503)
C (3.4988, 0.3270, 0.6927)
C (4.8093, -0.1074, 0.7097)
C (5.0336, -1.4726, 0.8292)
C (3.9467, -2.3186, 0.8879)
C (2.6601, -1.7790, 0.9015)
N (2.4362, -0.4720, 0.8360)
C (1.4833, -2.6957, 1.1359)
O (1.4121, -3.7636, 0.3427)
O (0.7332, -2.5020, 2.0455)
H (3.8167, 3.4480, 0.1034)
H (5.6187, 0.6009, 0.6160)
H (6.0408, -1.8649, 0.8506)
H (4.0677, -3.3921, 0.9436)
H (1.8158, -3.5972, -0.5315)
C (-5.8774, 1.0572, 0.2311)
C (-4.9118, -0.0469, -0.0021)
N (-3.6224, 0.0170, 0.2154)
C (-3.1139, -1.1959, -0.1563)
C (-4.1279, -2.0229, -0.6062)
N (-5.2586, -1.2670, -0.4898)
C (-4.2941, -3.3998, -1.1503)
O (-3.2184, -4.1480, -1.3024)
O (-5.4003, -3.7791, -1.4541)
C (-1.6757, -1.4965, -0.0790)
O (-1.2055, -2.5938, -0.3293)
O (-0.9143, -0.4888, 0.2629)
H (-5.3741, 1.8413, 0.7914)
H (-6.7423, 0.7158, 0.8017)
H (-6.2318, 1.4720, -0.7141)
H (-6.1706, -1.6141, -0.7431)
H (-2.3997, -3.6664, -0.9894)
F (-1.3814, 1.5695, -1.8582)
C (-0.9041, 2.1823, -0.7256)
F (-1.9985, 2.4762, 0.0322)
C (-0.3436, 3.5312, -1.1958)
F (0.0920, 4.2573, -0.1442)
F (0.6905, 3.3626, -2.0253)
F (-1.2684, 4.2647, -1.8289)
C (0.6839, -0.6752, 8.7265)
C (0.0812, -0.3495, 7.3885)
C (-0.1323, 0.9671, 7.0031)
C (-0.6512, 1.2972, 5.7590)
C (-0.9138, 2.7515, 5.4921)
C (-0.9486, 0.2748, 4.8354)
As (-1.5446, 0.5507, 2.9705)
N (0.0741, 1.2853, 2.1508)
C (1.1890, 1.5358, 2.9995)
C (1.7121, 2.8219, 3.1465)
C (2.8349, 3.0434, 3.9314)
C (3.4522, 1.9878, 4.5888)
C (2.9387, 0.7055, 4.4478)
C (1.8228, 0.4786, 3.6579)
C (-2.9029, 1.9612, 3.2715)
C (-2.8900, 3.3306, 2.9995)
C (-1.7152, 4.0796, 2.4363)
C (-4.0236, 4.0968, 3.2785)
C (-5.1732, 3.5549, 3.8215)
C (-6.3756, 4.4022, 4.1303)
C (-5.1788, 2.1884, 4.0757)
C (-4.0798, 1.3870, 3.8011)
C (-4.2047, -0.0869, 4.1038)
C (-0.7894, -1.0642, 5.2359)
C (-1.1840, -2.2657, 4.4110)
C (-0.2748, -1.3474, 6.5009)
H (0.5009, 0.1222, 9.4464)
H (1.7657, -0.8012, 8.6413)
H (0.2765, -1.6022, 9.1302)
H (0.1050, 1.7664, 7.6977)
H (-0.3745, 3.3678, 6.2117)
H (-1.9796, 2.9717, 5.5787)
H (-0.6047, 3.0525, 4.4968)
H (1.2356, 3.6461, 2.6303)
H (3.2236, 4.0491, 4.0350)
H (4.3223, 2.1637, 5.2083)
H (3.4051, -0.1281, 4.9590)
H (1.4332, -0.5235, 3.5364)
H (-0.8722, 3.4318, 2.2330)
H (-1.4057, 4.8659, 3.1298)
H (-1.9922, 4.5571, 1.4966)
H (-3.9900, 5.1599, 3.0602)
H (-6.2420, 5.4213, 3.7691)
H (-6.5564, 4.4478, 5.2060)
H (-7.2755, 3.9946, 3.6666)
H (-6.0696, 1.7259, 4.4895)
H (-5.2447, -0.3336, 4.3189)
H (-3.6082, -0.3764, 4.9729)
H (-3.8808, -0.7070, 3.2642)
H (-1.4524, -2.0273, 3.3867)
H (-2.0400, -2.7578, 4.8799)
H (-0.3689, -2.9868, 4.3696)
H (-0.1567, -2.3871, 6.7908)
C (1.3558, -5.8934, -2.8323)
C (1.3747, -4.3904, -2.8338)
C (0.2044, -3.6699, -3.0528)
C (0.1862, -2.2827, -3.0373)
C (-1.0867, -1.5246, -3.2830)
C (1.3782, -1.5984, -2.7875)
C (2.5746, -2.2881, -2.6125)
C (3.8794, -1.5491, -2.4890)
C (2.5557, -3.6835, -2.6284)
C (1.3540, -0.0982, -2.6205)
O (1.5336, 0.6912, -3.5152)
O (1.1595, 0.2170, -1.3608)
H (0.5542, -6.2730, -2.1977)
H (2.2997, -6.3012, -2.4713)
H (1.1871, -6.2803, -3.8389)
H (-0.7260, -4.2043, -3.2134)
H (-1.9431, -2.1977, -3.3050)
H (-1.0335, -0.9978, -4.2380)
H (-1.2588, -0.7632, -2.5212)
H (3.7688, -0.6072, -1.9497)
H (4.2587, -1.3003, -3.4824)
H (4.6353, -2.1542, -1.9874)
H (3.4866, -4.2267, -2.4962)

Cartesian forces, eV/Å:
Ti -0.463 -0.447 0.321
O 0.108 0.092 0.027
C 0.092 -0.093 0.095
O 0.080 0.326 -0.141
C 0.030 -0.091 0.017
C -0.011 -0.088 0.049
C 0.040 0.094 0.002
C -0.077 -0.007 0.023
C 0.038 0.145 0.104
N 0.165 0.024 -0.114
C -0.087 0.019 -0.259
O -0.020 0.036 0.109
O 0.005 -0.011 0.166
H -0.011 0.051 -0.015
H 0.001 0.003 -0.001
H 0.013 -0.007 -0.004
H 0.005 0.000 0.006
H 0.041 -0.050 -0.027
C -0.049 0.023 0.046
C -0.028 -0.063 0.057
N 0.111 -0.026 0.001
C -0.188 -0.154 -0.058
C 0.070 0.004 0.087
N 0.091 0.039 -0.025
C -0.120 0.248 -0.026
O 0.574 0.184 0.117
O 0.033 -0.052 0.028
C 0.036 -0.135 -0.061
O -0.304 -0.102 -0.081
O -0.167 -0.116 -0.009
H 0.019 0.025 0.021
H -0.002 0.000 -0.002
H 0.005 -0.003 0.005
H -0.020 -0.011 -0.034
H -0.285 -0.109 0.044
F -0.002 -0.028 -0.089
C 0.096 0.227 -0.116
F -0.086 0.091 0.100
C 0.101 0.048 -0.006
F -0.040 -0.061 -0.043
F -0.057 0.003 0.030
F 0.029 -0.006 0.013
C 0.007 -0.012 0.017
C 0.004 0.003 0.029
C -0.022 0.017 -0.001
C -0.033 -0.043 -0.015
C 0.055 0.057 0.016
C 0.039 -0.035 0.020
As 0.136 0.090 -0.082
N 0.075 -0.395 -0.062
C -0.084 0.099 0.037
C -0.054 0.005 0.019
C 0.019 -0.010 0.021
C 0.027 0.021 0.013
C -0.012 -0.022 0.008
C 0.056 0.054 0.042
C 0.028 0.040 0.055
C -0.076 -0.018 -0.014
C 0.057 0.022 0.007
C -0.025 -0.030 -0.036
C 0.034 -0.026 -0.008
C -0.024 0.032 0.007
C -0.010 -0.011 -0.043
C -0.019 0.002 -0.036
C -0.046 -0.051 0.024
C -0.008 0.042 0.024
C -0.054 0.008 -0.045
C -0.004 0.007 -0.025
H 0.000 0.002 0.003
H 0.002 0.004 0.001
H 0.000 -0.004 -0.006
H 0.003 0.004 -0.004
H 0.000 0.005 -0.001
H 0.016 0.011 0.023
H 0.048 0.003 -0.082
H -0.007 -0.002 -0.007
H 0.000 0.005 0.003
H -0.001 0.003 -0.002
H 0.006 0.002 0.004
H -0.012 -0.016 -0.019
H -0.001 -0.051 -0.016
H 0.022 -0.009 0.008
H -0.003 0.029 0.017
H 0.004 0.005 -0.003
H 0.001 0.003 0.002
H 0.000 -0.002 0.002
H 0.001 -0.006 0.001
H -0.003 0.007 0.006
H 0.016 -0.002 0.014
H 0.013 0.012 -0.023
H -0.011 0.002 -0.014
H 0.010 0.001 0.000
H -0.003 0.001 -0.006
H 0.000 -0.012 0.015
H 0.006 -0.005 -0.001
C 0.004 -0.043 -0.009
C -0.035 0.038 -0.031
C 0.030 -0.013 -0.003
C 0.034 0.000 0.052
C -0.001 0.022 -0.049
C -0.053 -0.070 -0.059
C -0.003 0.038 -0.052
C 0.046 0.018 -0.026
C -0.005 -0.021 -0.008
C 0.125 -0.140 -0.053
O -0.008 -0.114 0.074
O -0.043 0.450 -0.008
H -0.001 0.004 0.004
H 0.003 -0.003 0.000
H -0.001 0.003 -0.001
H -0.004 -0.014 -0.010
H -0.009 0.002 -0.003
H -0.015 -0.011 -0.004
H 0.016 0.014 -0.035
H -0.004 -0.025 0.000
H -0.004 0.023 0.003
H -0.023 -0.002 -0.021
H 0.014 -0.009 -0.002

=====

DFT (ωB97M-V with the def2-TZVPD basis set) results for C49H48BrClN6O3SiSn as an isolated structure.

net charge: -2
gap between HOMO and LUMO: 2.63 eV
HOMO: 0.21 eV
energy: -5988.3876 hartree
energy relative to the best compared isomer or geometry (same formula, charge and spin): 23.4 kcal per mole

Geometry (Å):
Sn (-0.2333, -0.6270, 0.0013)
C (-2.9752, -1.2202, -2.5966)
C (-1.5759, -1.3658, -3.1424)
C (-1.3338, -1.7036, -4.4648)
C (-0.0034, -1.8635, -4.8765)
C (1.0344, -1.6993, -3.9894)
C (0.7472, -1.3710, -2.6322)
N (-0.5623, -1.1974, -2.2783)
N (1.6155, -1.1937, -1.6309)
Si (3.1088, -1.9719, -1.3970)
C (3.5209, -1.9126, 0.4316)
C (4.5805, -1.1922, -2.2838)
C (2.9984, -3.7627, -1.9565)
H (-3.6289, -0.7341, -3.3218)
H (-2.9743, -0.6542, -1.6627)
H (-3.3859, -2.2096, -2.3693)
H (-2.1600, -1.8393, -5.1495)
H (0.2071, -2.1229, -5.9082)
H (2.0699, -1.8144, -4.2946)
H (3.9918, -0.9564, 0.6958)
H (4.2121, -2.7181, 0.7279)
H (2.6008, -2.0082, 1.0275)
H (4.5822, -0.1025, -2.1352)
H (4.5439, -1.3792, -3.3673)
H (5.5302, -1.5916, -1.8996)
H (2.0922, -4.1996, -1.5073)
H (3.8663, -4.3749, -1.6684)
H (2.8833, -3.8208, -3.0483)
C (4.0539, 4.5538, 12.8703)
O (4.9296, 4.4414, 11.7591)
C (4.3921, 3.9568, 10.6231)
C (3.0509, 3.6549, 10.4676)
C (2.5911, 3.1739, 9.2449)
C (3.4436, 2.9945, 8.1701)
C (4.7922, 3.2849, 8.3549)
C (5.2646, 3.7649, 9.5658)
C (2.8820, 2.5793, 6.8634)
N (1.6157, 2.3805, 6.6286)
C (1.5215, 2.1230, 5.2752)
C (2.7544, 2.1788, 4.6927)
N (3.6175, 2.4666, 5.7222)
C (2.9802, 2.0443, 3.2808)
C (4.2199, 2.1660, 2.6375)
C (4.2857, 2.0587, 1.2714)
C (3.1103, 1.7736, 0.5686)
N (1.9403, 1.6569, 1.1594)
C (1.8489, 1.8155, 2.4877)
C (0.5003, 1.7833, 3.0918)
N (-0.5517, 1.6711, 2.2581)
C (-1.7676, 1.6880, 2.7725)
C (-2.0180, 1.7625, 4.1528)
C (-0.9575, 1.8658, 5.0085)
C (0.3388, 1.9131, 4.4790)
H (4.6613, 4.8807, 13.7062)
H (3.5919, 3.5957, 13.1178)
H (3.2666, 5.2891, 12.6922)
H (2.3476, 3.8061, 11.2757)
H (1.5411, 2.9444, 9.0992)
H (5.4995, 3.1465, 7.5423)
H (6.3113, 4.0142, 9.7058)
H (4.6145, 2.5533, 5.6506)
H (5.1197, 2.3437, 3.2200)
H (5.2240, 2.1691, 0.7435)
H (3.1161, 1.6259, -0.5135)
H (-2.5856, 1.6184, 2.0568)
H (-3.0354, 1.7145, 4.5221)
H (-1.0884, 1.9209, 6.0820)
C (1.0031, -5.3437, 2.7798)
C (0.2555, -5.3377, 1.4423)
C (1.0495, -6.1583, 0.4144)
C (-1.1408, -5.9444, 1.6276)
C (0.1156, -3.9494, 0.9549)
C (-0.0489, -2.8122, 0.5477)
H (1.1839, -6.3751, 3.1119)
H (0.4247, -4.8251, 3.5468)
H (1.9633, -4.8295, 2.6800)
H (1.1223, -7.2064, 0.7351)
H (2.0586, -5.7515, 0.3014)
H (0.5606, -6.1222, -0.5633)
H (-1.0709, -6.9609, 2.0360)
H (-1.6651, -5.9835, 0.6684)
H (-1.7343, -5.3272, 2.3074)
Br (0.6027, -1.5230, 5.2229)
C (-1.2049, -1.8167, 4.6855)
C (-2.0896, -2.3664, 5.5976)
C (-3.4112, -2.5609, 5.2017)
C (-3.8268, -2.1887, 3.9271)
C (-2.9248, -1.6556, 3.0121)
C (-1.5965, -1.4731, 3.3995)
C (-3.4369, -1.2527, 1.6095)
O (-4.6707, -1.3008, 1.4539)
O (-2.5620, -0.8803, 0.7555)
H (-1.7562, -2.6369, 6.5919)
H (-4.1159, -2.9982, 5.9030)
H (-4.8532, -2.3049, 3.6051)
H (-0.8858, -1.0603, 2.6995)
Cl (0.4344, 3.5805, -4.3809)
C (-0.3178, 4.5545, -3.1145)
C (-0.6969, 5.8424, -3.4361)
C (-1.2554, 6.6992, -2.4789)
C (-1.3968, 6.1968, -1.1660)
C (-1.0311, 4.9114, -0.8368)
C (-0.4861, 3.9602, -1.8009)
C (-0.1804, 2.6544, -1.4600)
H (-0.5540, 6.1905, -4.4562)
H (-1.5642, 7.7073, -2.7418)
H (-1.8102, 6.8453, -0.3926)
H (-1.1587, 4.5544, 0.1858)
H (-0.3007, 2.3241, -0.4371)
H (0.1945, 1.9451, -2.1934)

Cartesian forces, eV/Å:
Sn 0.216 -0.351 -0.444
C 0.239 -0.006 0.067
C 0.084 0.076 0.156
C 0.141 0.020 0.118
C -0.005 0.021 0.240
C -0.074 -0.047 -0.005
C 0.077 0.185 0.234
N -0.237 -0.215 0.074
N -0.386 -0.067 -0.195
Si -0.053 -0.039 0.113
C -0.024 0.061 0.324
C 0.104 0.182 -0.229
C -0.150 -0.313 -0.080
H 0.037 -0.013 -0.003
H -0.032 -0.048 -0.106
H 0.034 0.080 -0.006
H 0.009 0.027 -0.004
H 0.031 0.016 -0.022
H -0.121 0.048 0.008
H -0.058 -0.116 -0.021
H -0.171 0.175 -0.094
H 0.232 -0.071 -0.117
H 0.019 -0.213 -0.031
H 0.032 0.066 0.205
H -0.147 0.042 -0.070
H 0.264 0.090 -0.110
H -0.154 0.159 -0.045
H 0.038 -0.031 0.202
C 0.162 0.032 -0.049
O 0.048 0.243 0.909
C -0.187 -0.158 -0.358
C -0.424 -0.161 -0.234
C -0.303 0.052 0.234
C -0.067 -0.145 -0.456
C 0.309 0.074 0.013
C 0.235 -0.096 -0.457
C 0.155 0.177 0.347
N -0.512 -0.123 -0.032
C -0.399 0.018 0.181
C 0.195 0.006 -0.203
N 0.662 0.023 -0.115
C 0.270 0.012 0.235
C 0.028 0.017 0.212
C 0.111 -0.075 -0.014
C -0.224 -0.071 -0.102
N -0.055 0.010 0.024
C -0.361 0.006 -0.247
C -0.074 -0.005 -0.162
N -0.074 0.265 0.299
C 0.166 -0.022 -0.117
C -0.193 -0.061 -0.200
C 0.239 0.104 0.136
C 0.054 0.035 0.123
H 0.091 0.046 0.060
H 0.028 -0.052 -0.029
H -0.008 0.039 -0.057
H 0.013 -0.062 -0.097
H 0.071 0.054 0.057
H -0.033 0.050 0.081
H -0.086 -0.070 -0.040
H -0.009 0.029 -0.033
H -0.030 0.039 -0.042
H 0.001 -0.028 0.007
H -0.044 0.084 0.211
H 0.104 -0.059 0.104
H 0.029 0.019 -0.047
H -0.005 0.013 -0.004
C 0.087 -0.013 0.082
C 0.032 0.148 -0.139
C -0.002 -0.055 0.006
C -0.088 -0.028 -0.021
C -0.084 0.166 -0.005
C 0.027 -0.197 -0.044
H -0.026 0.111 -0.031
H 0.008 0.019 -0.015
H -0.066 -0.068 0.015
H 0.003 0.109 -0.027
H -0.091 -0.061 0.007
H 0.043 -0.011 0.085
H 0.008 0.080 -0.039
H 0.031 -0.004 0.093
H 0.049 -0.061 -0.038
Br -0.031 -0.092 -0.034
C -0.046 0.011 -0.192
C -0.154 -0.037 -0.047
C 0.064 0.095 -0.054
C 0.097 -0.101 0.144
C 0.166 0.086 -0.092
C -0.167 -0.138 0.047
C -0.113 0.170 -0.406
O 0.748 0.009 0.018
O -0.468 -0.303 0.602
H -0.005 0.014 -0.045
H 0.035 0.049 -0.056
H 0.010 -0.011 0.000
H 0.042 0.008 -0.008
Cl -0.082 0.008 0.035
C -0.131 0.243 0.242
C 0.005 -0.145 0.205
C -0.003 -0.046 0.052
C 0.103 -0.204 -0.139
C 0.017 0.117 -0.182
C 0.043 -0.302 0.037
C -0.029 0.510 -0.352
H 0.028 -0.062 0.063
H 0.053 -0.122 0.031
H 0.047 -0.107 -0.059
H 0.016 0.048 -0.167
H -0.002 0.049 0.020
H -0.005 0.144 0.107